No. 1
{"formula": "C40H23ClIN10O7V", "method": "ωB97M-V/def2-TZVPD", "species": ["V", "C", "C", "N", "C", "C", "N", "C", "C", "C", "C", "C", "N", "C", "C", "N", "C", "C", "N", "C", "C", "C", "N", "C", "C", "H", "H", "H", "H", "H", "H", "H", "H", "H", "H", "H", "H", "O", "C", "O", "C", "C", "N", "N", "C", "C", "O", "O", "H", "H", "H", "Cl", "C", "C", "C", "I", "C", "O", "C", "N", "C", "C", "C", "C", "H", "H", "H", "H", "O", "C", "N", "C", "O", "C", "C", "C", "C", "C", "C", "H", "H", "H", "H"], "xyz": [[-0.87912, 0.29258, 0.36976], [-1.46085, -0.89505, 4.40494], [-1.61720, -0.19204, 3.24156], [-1.09228, -0.61618, 2.06287], [-0.44377, -1.82455, 2.11903], [-0.21434, -2.45060, 3.33928], [-0.70754, -2.01649, 4.48784], [-0.01968, -2.32006, 0.82946], [0.69945, -3.49956, 0.68482], [1.23201, -3.83392, -0.54536], [0.79651, -3.07379, -1.63417], [-0.01796, -1.97156, -1.45718], [-0.33166, -1.51093, -0.21578], [-0.58631, -1.32457, -2.65953], [0.04016, -1.38040, -3.91011], [-0.49496, -0.84745, -4.99806], [-1.67386, -0.25060, -4.85710], [-2.31428, -0.21149, -3.62597], [-1.77641, -0.74669, -2.54337], [2.22763, -4.91035, -0.68539], [2.97090, -5.33693, 0.41995], [3.90630, -6.34395, 0.27038], [4.17476, -6.93859, -0.88961], [3.48969, -6.51483, -1.94722], [2.52072, -5.52670, -1.90201], [-1.92444, -0.54963, 5.32033], [-2.18973, 0.72407, 3.24024], [0.40445, -3.33852, 3.40406], [0.88081, -4.10401, 1.55903], [1.09412, -3.35309, -2.63364], [1.00608, -1.85361, -4.03598], [-2.10308, 0.19633, -5.74621], [-3.28986, 0.24912, -3.50681], [2.84506, -4.85942, 1.38017], [4.48159, -6.68955, 1.12286], [3.73779, -6.99839, -2.88632], [2.00333, -5.25331, -2.81154], [-5.91131, 2.38606, 1.92472], [-4.98079, 3.18287, 2.41593], [-5.24267, 4.08325, 3.18305], [-3.58634, 2.92402, 1.98216], [-2.47156, 3.67016, 2.32688], [-1.40171, 3.07708, 1.78592], [-1.74169, 1.97964, 1.12644], [-3.06122, 1.86793, 1.20888], [-3.64100, 0.67003, 0.53941], [-4.87367, 0.52777, 0.47923], [-2.77558, -0.14269, 0.09696], [-5.54524, 1.65212, 1.32663], [-2.40541, 4.57088, 2.91213], [-0.38163, 3.29249, 1.88251], [0.17720, 3.97065, -6.12910], [0.07153, 3.22131, -4.56193], [1.16176, 2.55467, -4.07539], [1.08985, 1.92020, -2.83636], [2.74227, 0.89522, -2.03979], [-0.07496, 1.87118, -2.06668], [-0.14017, 1.15301, -0.98846], [-1.20730, 2.62102, -2.57706], [-2.32493, 2.63084, -1.82701], [-3.38081, 3.27069, -2.26238], [-3.41381, 3.95528, -3.48856], [-2.28914, 3.97294, -4.26532], [-1.13154, 3.29276, -3.83004], [2.07067, 2.49839, -4.65724], [-4.25319, 3.25274, -1.61468], [-4.31855, 4.46187, -3.79670], [-2.26916, 4.50262, -5.20801], [2.35430, -1.00838, 0.97316], [2.22275, 0.00466, 1.62937], [1.26228, 0.98507, 1.45348], [1.65136, 2.07007, 2.16592], [1.13701, 3.19431, 2.15915], [2.84541, 1.73605, 3.01524], [3.52450, 2.44144, 3.98460], [4.54137, 1.77679, 4.66819], [4.85629, 0.45594, 4.37715], [4.17329, -0.24101, 3.38103], [3.16881, 0.42682, 2.71771], [3.26518, 3.46789, 4.20969], [5.09044, 2.29173, 5.44684], [5.63888, -0.04061, 4.93736], [4.40421, -1.27309, 3.14985]], "atomic_forces_ev_per_a": [[-0.7278, 0.5262, 1.4949], [-0.0690, 0.3290, -0.2496], [-0.1555, -0.1741, 0.3922], [0.2119, -0.6812, 1.8367], [0.1194, -0.1812, -0.4036], [-0.1378, 0.0308, 0.4532], [0.2460, -0.3594, -0.1413], [-0.2324, 0.2174, 0.3530], [0.3496, -0.2640, -0.3337], [-0.2778, 0.2164, 0.5827], [-0.1047, 0.2392, -0.2483], [0.3900, -0.3275, 0.3131], [0.6583, -2.1939, -0.8553], [-0.1464, 0.2123, -0.3590], [0.1368, 0.0675, 0.1479], [0.0509, 0.0005, -0.0699], [0.0331, -0.0328, 0.0913], [-0.0850, 0.0399, -0.1428], [0.0745, -0.0706, 0.2092], [0.2296, -0.3294, 0.0719], [-0.1069, 0.0937, -0.1515], [0.0235, -0.0199, -0.0156], [0.0410, -0.0346, 0.0093], [0.0606, -0.0611, -0.0379], [-0.0986, 0.0689, 0.0702], [0.0192, 0.0525, -0.0269], [0.0484, 0.0501, -0.0353], [-0.0435, -0.0299, -0.1042], [0.0892, -0.0114, -0.0053], [-0.0631, 0.0257, 0.0117], [0.0432, 0.0785, 0.0294], [-0.0723, 0.0238, 0.0486], [0.0381, 0.0463, -0.0099], [0.0114, -0.0183, 0.0506], [-0.0204, 0.0429, 0.0166], [-0.0765, 0.0326, -0.0292], [-0.0224, -0.0184, 0.0168], [-0.1403, -0.0461, -0.0068], [-0.0105, 0.1652, 0.0293], [0.0446, -0.0064, -0.0574], [-0.0013, -0.2988, -0.2037], [-0.1298, -0.0169, -0.0586], [-0.2372, 0.2310, 0.1750], [-0.7277, 0.6493, 0.4244], [-0.0086, 0.3410, 0.0920], [-0.4552, -0.0477, 0.0825], [0.2171, 0.0650, -0.0153], [-0.6116, 0.0809, -0.4902], [0.0362, 0.0806, 0.0501], [0.0468, -0.0051, 0.0041], [0.1203, -0.0784, -0.0293], [0.0073, 0.0934, -0.1418], [0.2722, -0.1079, -0.0260], [-0.1464, 0.1902, -0.1891], [-0.1114, -0.4850, 0.8102], [-0.1641, 0.1219, -0.2995], [0.2783, 0.2227, -0.4541], [1.0780, 1.7915, -3.0923], [0.3089, -0.1030, -0.1102], [-0.3002, -0.0405, 0.1920], [0.1229, -0.1347, 0.1939], [0.0425, 0.1062, -0.1577], [-0.1022, -0.0070, 0.0432], [-0.0633, -0.1437, 0.2860], [0.0087, 0.0528, -0.0009], [-0.0173, -0.0064, -0.0403], [0.0112, 0.0199, -0.0177], [-0.0091, -0.0254, -0.0136], [-0.0785, -0.1698, 0.0662], [0.1679, 0.1205, -0.0384], [-0.0429, -0.1940, -0.0789], [-0.1115, -0.1168, -0.0981], [0.1540, 0.0891, 0.1504], [0.0784, -0.2134, 0.0580], [-0.0624, 0.1038, -0.0544], [0.0083, 0.0794, 0.0358], [0.0134, -0.1022, -0.0406], [0.0090, -0.0435, -0.0179], [0.0475, 0.1670, 0.0884], [0.0009, 0.0007, 0.0112], [-0.0071, 0.0098, -0.0054], [0.0089, 0.0134, -0.0043], [0.0210, 0.0108, -0.0298]], "lowdin_spin": [1.954, 0.065, 0.077, 0.183, 0.122, -0.013, 0.140, 0.066, 0.000, 0.045, 0.036, 0.032, 0.078, 0.001, 0.005, 0.000, 0.006, 0.000, 0.007, 0.004, 0.008, 0.000, 0.009, -0.001, 0.007, 0.003, 0.004, -0.003, -0.001, 0.002, 0.000, 0.000, 0.000, 0.000, 0.000, 0.000, 0.001, 0.000, 0.000, 0.000, 0.003, 0.012, 0.005, 0.000, 0.017, 0.009, 0.012, 0.015, 0.000, 0.001, 0.000, 0.002, 0.008, -0.001, 0.008, 0.002, 0.006, 0.034, 0.004, -0.001, 0.003, -0.001, 0.002, 0.000, 0.000, 0.000, 0.000, 0.000, 0.005, 0.002, 0.014, 0.002, 0.002, 0.000, 0.000, 0.000, 0.000, 0.000, 0.001, 0.000, 0.000, 0.000, 0.000], "charge": -1, "homo_ev": [-3.57, -5.68], "multiplicity": 4, "energy_ev": -117405.2573, "gap_ev": [5.09, 6.95], "lumo_ha": [0.0559, 0.0465]}

---

No. 2
{"formula": "C5H12O2", "method": "ωB97M-V/def2-TZVPD", "species": ["C", "C", "O", "C", "C", "O", "C", "H", "H", "H", "H", "H", "H", "H", "H", "H", "H", "H", "H"], "xyz": [[2.97862, 0.91177, -0.17371], [2.27544, -0.51707, -0.32958], [0.93247, -0.34412, -0.69055], [0.04771, -0.61150, 0.36067], [-1.29792, -0.20132, -0.20975], [-2.24652, -0.27349, 0.80376], [-3.47013, 0.21707, 0.34938], [2.81098, 1.61993, 0.70554], [2.84634, 1.58787, -1.04057], [4.03231, 0.65061, -0.11215], [2.39995, -1.07931, 0.62762], [2.60105, -1.29445, -1.09356], [0.09507, -1.72329, 0.46222], [0.26577, 0.00161, 1.26258], [-1.22741, 0.83968, -0.55879], [-1.62975, -0.81129, -1.07560], [-3.83439, -0.35167, -0.51911], [-3.44785, 1.27601, 0.03338], [-4.13175, 0.10293, 1.19822]], "atomic_forces_ev_per_a": [[0.5299, -0.4034, -0.3059], [0.2620, 0.3199, 0.2620], [0.0650, 0.4820, 0.1168], [-0.6046, -0.5743, -1.0318], [0.0902, 0.1643, -0.0576], [-0.1179, 0.0594, 0.2088], [-0.5569, 0.0598, 0.0420], [-0.5117, -1.6808, -0.6629], [-0.0560, -0.7855, 0.1108], [0.3864, 0.3165, -0.0724], [-0.3321, 0.5018, -0.3468], [0.8401, 1.6790, 0.5286], [-0.2836, 0.7443, 0.9744], [-0.0580, -0.6864, -0.2800], [0.1701, -0.0629, -0.0866], [0.4454, 0.0469, 0.2787], [-0.0518, -0.0833, 0.1781], [0.2612, -0.1846, 0.2375], [-0.4778, 0.0873, -0.0935]], "nbo_charge": [-0.650, -0.069, -0.556, -0.077, -0.072, -0.533, -0.247, 0.219, 0.216, 0.206, 0.168, 0.196, 0.173, 0.180, 0.163, 0.165, 0.162, 0.162, 0.194], "charge": 0, "homo_ev": -9.64, "smiles": "CCOCCOC", "energy_ev": -9472.6717, "gap_ev": 10.74, "lumo_ha": 0.0403}

---

No. 3
{"formula": "C2H3O2Se", "method": "ωB97M-V/def2-TZVPD", "species": ["C", "C", "O", "O", "Se", "H", "H", "H"], "xyz": [[-0.79757, 0.30714, 0.12051], [0.27343, -0.80880, -0.01193], [-0.46460, 1.59677, -0.02425], [-1.97443, 0.05846, 0.16109], [2.02378, -0.11539, 0.10243], [0.02124, -1.06286, -1.05637], [0.32358, -1.74304, 0.61027], [0.59457, 1.76773, 0.09825]], "atomic_forces_ev_per_a": [[0.1994, -0.3735, 0.2277], [-0.6337, 0.2784, -0.5396], [2.8870, 0.5903, 0.6065], [-0.9065, -0.5438, 0.2384], [1.9270, 0.8672, 0.0368], [0.3434, -0.4934, 0.2680], [-1.3108, 1.2036, -0.3774], [-2.5057, -1.5289, -0.4603]], "nbo_charge": [0.785, -0.723, -0.736, -0.649, -0.630, 0.213, 0.237, 0.501], "charge": -1, "homo_ev": -2.89, "energy_ev": -71565.1644, "gap_ev": 6.74, "lumo_ha": 0.1416}

---

ΔE to the lowest compared entry with this formula, charge and spin for the records above, in order: 28.3 56.8 6.5 kcal per mole